Molecular formula: C10H40N20O10
Method: DFT, ωB97M-V/def2-TZVPD

## Properties
HOMO-LUMO gap: 0.337 hartree
net charge: 0
electronic energy: -61305.5104 eV
ΔE to the lowest compared entry with this formula, charge and spin: 217.88 kJ/mol

Cartesian coordinates (Å):
C1 0.195 -2.673 6.007
O1 -0.089 -2.312 7.149
N1 -0.125 -3.921 5.536
N2 0.536 -1.803 5.030
H1 0.426 -4.175 4.735
H2 -0.128 -4.604 6.281
H3 0.795 -0.909 5.410
H4 0.411 -1.977 4.038
C2 -1.838 1.345 2.617
O2 -2.644 0.436 2.824
N3 -1.437 1.714 1.391
N4 -1.128 1.814 3.700
H5 -0.601 2.268 1.332
H6 -1.900 1.377 0.564
H7 -0.632 2.660 3.469
H8 -1.281 1.443 4.615
C3 4.819 -0.063 -1.617
O3 4.829 0.265 -2.800
N5 5.208 -1.298 -1.198
N6 4.569 0.799 -0.592
H9 5.262 -1.430 -0.205
H10 5.506 -1.963 -1.885
H11 4.399 0.301 0.277
H12 4.104 1.685 -0.601
C4 0.126 -3.941 2.028
O4 0.590 -2.807 2.194
N7 0.736 -5.053 2.476
N8 -0.985 -4.229 1.295
H13 0.597 -6.003 2.194
H14 1.582 -4.862 2.995
H15 -1.372 -3.359 0.948
H16 -0.982 -5.092 0.787
C5 -2.858 1.957 -2.261
O5 -1.621 1.993 -2.199
N9 -3.547 2.916 -2.937
N10 -3.660 1.012 -1.745
H17 -4.471 2.635 -3.206
H18 -3.037 3.501 -3.579
H19 -4.660 1.004 -1.748
H20 -3.194 0.126 -1.570
C6 -4.625 -2.906 -1.938
O6 -4.329 -3.179 -3.096
N11 -5.883 -2.881 -1.497
N12 -3.674 -2.825 -0.933
H21 -6.122 -2.517 -0.591
H22 -6.653 -3.083 -2.110
H23 -2.705 -2.703 -1.177
H24 -3.906 -3.020 0.023
C7 0.004 -0.355 -0.559
O7 -1.124 -0.849 -0.765
N13 0.574 0.477 -1.443
N14 0.818 -0.605 0.506
H25 1.385 0.914 -1.041
H26 -0.151 0.955 -1.975
H27 0.576 -1.312 1.192
H28 1.634 -0.068 0.749
C8 0.039 1.238 -6.272
O8 -0.947 1.463 -6.983
N15 1.242 1.058 -6.813
N16 0.008 1.359 -4.913
H29 1.231 1.006 -7.817
H30 2.118 1.002 -6.326
H31 0.872 1.331 -4.407
H32 -0.892 1.629 -4.559
C9 -0.139 5.572 -1.720
O9 -0.804 6.598 -1.638
N17 0.898 5.359 -2.595
N18 -0.449 4.432 -1.047
H33 1.345 6.111 -3.084
H34 1.302 4.444 -2.564
H35 -1.200 4.397 -0.382
H36 -0.213 3.587 -1.537
C10 3.387 0.301 2.768
O10 3.277 -0.373 1.743
N19 2.761 1.505 2.945
N20 4.141 -0.076 3.820
H37 2.160 1.790 2.192
H38 3.106 2.167 3.614
H39 3.883 0.269 4.728
H40 4.557 -0.990 3.754


Molecular formula: C10H40O10
Method: DFT, ωB97M-V/def2-TZVPD

## Properties
HOMO-LUMO gap: 0.366 hartree
net charge: 0
electronic energy: -31487.1053 eV
ΔE to the lowest compared entry with this formula, charge and spin: 583.10 kJ/mol

Cartesian coordinates (Å):
C1 -0.519 1.738 -6.384
O1 0.164 1.339 -5.172
H1 -0.117 2.700 -6.704
H2 -0.409 1.031 -7.207
H3 -1.574 1.753 -6.113
H4 0.655 0.565 -5.457
C2 1.005 -3.686 -5.388
O2 0.875 -2.718 -6.434
H5 0.171 -4.387 -5.368
H6 1.958 -4.176 -5.587
H7 1.042 -3.169 -4.429
H8 0.538 -3.123 -7.236
C3 -2.303 -4.438 2.310
O3 -3.188 -5.158 1.404
H9 -2.109 -5.147 3.115
H10 -1.381 -4.032 1.893
H11 -2.907 -3.590 2.633
H12 -2.668 -5.851 0.991
C4 -4.946 3.900 -1.869
O4 -4.510 4.058 -0.539
H13 -5.735 4.591 -2.167
H14 -4.149 4.018 -2.604
H15 -5.364 2.912 -2.064
H16 -3.637 3.664 -0.478
C5 0.188 0.732 -0.010
O5 -0.738 1.690 -0.478
H17 1.181 1.093 -0.275
H18 0.003 0.323 0.983
H19 0.050 -0.054 -0.753
H20 -0.530 1.754 -1.413
C6 2.825 -1.262 4.778
O6 2.368 -2.175 5.787
H21 2.455 -1.539 3.791
H22 2.498 -0.287 5.137
H23 3.905 -1.120 4.725
H24 2.574 -3.086 5.567
C7 -2.174 3.713 5.170
O7 -2.722 2.965 6.151
H25 -1.857 4.645 5.640
H26 -1.336 3.282 4.623
H27 -2.878 3.996 4.388
H28 -2.629 2.078 5.795
C8 3.662 5.903 -4.878
O8 3.315 5.060 -3.741
H29 4.070 5.311 -5.697
H30 2.785 6.435 -5.247
H31 4.304 6.772 -4.735
H32 2.503 4.571 -3.891
C9 4.367 -3.697 -0.254
O9 4.984 -3.954 -1.533
H33 3.632 -2.915 -0.447
H34 3.734 -4.547 0.003
H35 4.997 -3.527 0.618
H36 4.993 -4.899 -1.702
C10 -2.116 -1.823 7.035
O10 -1.767 -1.206 5.828
H37 -1.823 -2.870 7.118
H38 -1.709 -1.241 7.862
H39 -3.199 -1.748 7.127
H40 -0.809 -1.168 5.779